Record 1
The following is a DFT calculation (ωB97M-V/def2-TZVPD) of C18H38O in the gas phase.

SMILES string = CCCCCCCCCCCCCCCCCCO
Max |F| = 0.62 eV/Å
LUMO level = 1.02 eV
Energy above the lowest of the compared OMol25 structures with the same formula, charge and spin = 0.0354 eV
Molecular weight = 270.5 g mol⁻¹

Geometry (Å):
1 C 4.477 0.678 -0.216
2 O 9.436 -1.179 -0.913
3 C -5.795 0.235 -0.196
4 H 2.707 -0.448 -0.690
5 C -3.817 1.718 0.347
6 H -4.023 1.645 1.418
7 H 7.045 -0.106 -0.882
8 H -6.041 0.199 0.867
9 C 5.284 -0.516 0.288
10 C -9.794 -1.851 0.560
11 C 2.973 0.437 -0.106
12 H 0.603 0.654 1.415
13 H 4.744 1.565 0.363
14 H -4.036 0.496 -1.409
15 H 5.004 -1.405 -0.283
16 C 0.655 1.386 -0.605
17 H -1.534 0.009 0.328
18 C -8.303 -1.539 0.576
19 H -8.032 -2.098 -1.474
20 H -2.103 2.994 0.542
21 H -6.324 1.086 -0.632
22 H -4.394 2.562 -0.042
23 C 7.595 -1.476 0.677
24 H 7.269 -2.386 0.164
25 H -9.995 -2.728 -0.053
26 C -4.290 0.442 -0.347
27 C 2.165 1.631 -0.611
28 H 4.737 0.874 -1.259
29 H 9.098 -1.955 -1.374
30 C -2.330 2.004 0.137
31 H -8.127 -0.674 1.219
32 H 0.175 2.357 1.253
33 H -10.355 -1.014 0.151
34 H -3.771 -0.420 0.076
35 C 9.095 -1.285 0.449
36 H 2.723 0.233 0.936
37 H 5.033 -0.706 1.335
38 H -1.742 0.867 1.856
39 H 9.430 -0.351 0.905
40 H -10.156 -2.047 1.567
41 H 2.479 1.853 -1.634
42 H -5.945 -1.021 -1.925
43 H 2.391 2.508 0.000
44 C -1.423 0.979 0.816
45 C 6.787 -0.286 0.164
46 H 7.418 -1.615 1.745
47 H 7.067 0.605 0.729
48 H 9.647 -2.116 0.915
49 H 0.174 2.173 -1.188
50 H 0.445 0.433 -1.098
51 C -7.773 -1.255 -0.828
52 H -2.123 2.029 -0.935
53 H -7.759 -2.386 1.000
54 C 0.055 1.370 0.800
55 H -8.271 -0.369 -1.229
56 H -5.765 -1.906 -0.411
57 C -6.259 -1.050 -0.878


Record 2
The following is a DFT calculation (ωB97M-V/def2-TZVPD) of 7 unconnected molecules or ions with the total composition C18H39BrCl12N2O.

SMILES string = NCCCNCCOCBr.ClCCCl.ClCCCl.ClCCCl.ClCCCl.ClCCCl.ClCCCl
Max |F| = 1.10 eV/Å
LUMO level = 0.41 eV
Molecular weight = 804.9 g mol⁻¹

Geometry (Å):
1 H 1.770 -6.142 -7.691
2 H -0.703 1.265 0.101
3 Cl -1.154 -4.266 0.396
4 C 1.169 -5.765 -6.867
5 Cl 1.369 -6.911 -5.516
6 N -1.324 1.128 -0.666
7 H -3.439 -6.759 1.857
8 H 6.181 -3.272 -3.659
9 H 5.303 -0.904 -3.645
10 O -4.239 -1.134 -0.785
11 Cl 0.553 7.581 5.735
12 C -0.584 6.588 2.561
13 C -3.700 -2.356 -0.638
14 C -1.556 2.319 3.931
15 H -1.175 0.863 -2.707
16 C -3.325 -0.170 -1.332
17 H -2.117 5.575 1.435
18 H -1.217 6.934 3.373
19 C 5.771 -2.796 -2.774
20 H 4.292 -1.316 -2.256
21 H 0.126 -5.775 -7.166
22 Cl 5.032 -4.062 -1.763
23 C -0.567 0.725 -1.846
24 N 2.111 -1.443 -0.655
25 H 0.224 1.436 -1.937
26 H 1.938 0.393 -1.654
27 H 1.611 -3.748 -7.397
28 Cl -4.047 1.814 2.925
29 H -2.626 0.471 4.240
30 H -0.897 2.231 4.791
31 Cl 3.430 8.339 7.388
32 C -2.818 1.538 4.184
33 H 2.631 -4.382 -6.103
34 H 6.589 -2.365 -2.202
35 Cl -0.391 6.021 -0.102
36 H 3.865 6.190 6.559
37 H -2.809 -0.642 -2.144
38 H 2.138 -2.389 -0.995
39 H -0.147 -1.064 -2.886
40 H -3.006 0.824 0.459
41 C 4.788 -1.716 -3.138
42 C -1.405 6.386 1.315
43 H -1.787 -6.487 -0.032
44 Cl -1.301 -6.657 2.813
45 C -2.420 0.274 -0.237
46 Br -3.594 -3.418 -2.289
47 C 0.092 -0.660 -1.922
48 H -1.771 3.364 3.768
49 C 2.950 6.747 6.745
50 Cl -0.631 1.718 2.522
51 H 0.203 7.320 2.406
52 H -3.922 0.618 -1.715
53 H -4.333 -2.897 0.020
54 H -2.720 -2.351 -0.228
55 H -1.952 7.299 1.090
56 H 2.003 5.875 5.044
57 H 2.382 6.234 7.514
58 H -0.279 -1.366 -1.211
59 Cl 3.525 -2.311 -4.248
60 H -2.047 -0.573 0.315
61 Cl 0.175 5.066 3.103
62 Cl 0.557 -3.595 -5.310
63 H -3.256 1.861 5.125
64 C -2.269 -5.652 0.463
65 H 1.433 -1.454 0.085
66 H -3.151 -5.375 -0.112
67 C 1.623 -4.375 -6.507
68 H 2.085 -1.035 -2.639
69 H -3.043 -5.127 2.402
70 C 2.164 6.862 5.468
71 H 2.684 7.471 4.735
72 C -2.664 -5.996 1.873
73 C 1.619 -0.625 -1.765


Record 3
The following is a DFT calculation (ωB97M-V/def2-TZVPD) of 3 unconnected molecules or ions with the total composition C18H39ClN3O5.

Max |F| = 1.90 eV/Å
Total charge = -1
LUMO level = 2.49 eV
Molecular weight = 413.0 g mol⁻¹

Geometry (Å):
1 Cl 5.609 1.158 2.708
2 H 1.452 0.253 3.473
3 C -6.183 -0.392 -3.346
4 C 1.478 0.813 2.536
5 H 0.689 -3.855 1.382
6 O 1.982 1.297 -0.343
7 H 2.482 5.134 -4.151
8 C 0.919 -0.054 1.348
9 H -0.847 -0.943 3.084
10 O -2.204 0.982 -0.587
11 C 1.706 0.121 0.024
12 H -1.264 -2.118 0.050
13 H 2.270 -4.925 0.000
14 H -0.608 -0.181 -1.075
15 C -0.241 -1.772 2.730
16 C 0.221 -2.478 3.997
17 H 0.668 3.492 -4.593
18 H 0.840 -2.365 5.784
19 C 1.765 -3.675 1.495
20 H -2.975 0.788 -0.049
21 H 2.983 2.152 1.629
22 O -4.425 -1.355 -2.003
23 H 1.586 2.229 -3.784
24 C -6.094 -0.042 -0.860
25 N 0.552 -1.778 5.001
26 C -5.280 -0.222 -2.133
27 C 1.679 3.149 -4.368
28 H 0.817 1.664 2.711
29 H 2.116 -4.390 2.243
30 H -4.629 0.641 -2.277
31 N 0.797 -1.448 1.780
32 H -6.740 0.835 -0.923
33 H -5.586 -0.526 -4.249
34 H -2.345 -1.283 1.146
35 H 2.488 -2.158 2.896
36 H -6.810 -1.282 -3.238
37 H 0.297 -3.568 4.044
38 C -1.976 -1.289 0.120
39 C 3.845 3.739 -3.243
40 H -6.832 0.475 -3.482
41 H -1.087 0.752 1.858
42 H -5.435 0.072 0.002
43 H -0.159 1.605 0.660
44 C -1.201 -0.008 -0.181
45 N 2.398 -3.935 0.182
46 H 2.187 2.916 -5.307
47 C 4.015 0.396 2.321
48 H 2.788 -1.898 1.226
49 O 1.936 -0.902 -0.662
50 H -6.718 -0.922 -0.674
51 H 1.681 3.686 -1.859
52 C -0.445 0.607 0.983
53 H 4.375 4.501 -2.669
54 H 4.417 3.523 -4.149
55 H 3.813 2.837 -2.627
56 H 1.852 -3.418 -0.502
57 C 2.435 4.205 -3.576
58 H -0.945 -2.477 2.260
59 O 1.730 4.502 -2.377
60 C 2.005 -2.214 1.905
61 C 2.886 1.407 2.412
62 H 3.875 -0.334 3.113
63 H 3.067 1.966 3.339
64 H -4.976 -2.134 -1.873
65 H -2.746 -1.476 -0.627
66 H 4.051 -0.078 1.347